The following is a quantum chemistry calculation of 2 unconnected molecules or ions with the total composition C29H28BCl4NOSi, from the OMol25 dataset.

```
65
Properties=species:S:1:pos:R:3:forces:R:3
Cl 1.220092 1.437687 -5.389988 -0.219 -0.495 -0.195
B 0.061179 -0.006864 -5.232625 1.019 0.747 -0.980
Cl -0.897072 -0.354126 -6.781798 0.181 0.198 0.712
Cl 0.943821 -1.528184 -4.643247 -0.707 0.596 0.042
O -0.860693 0.576323 -4.058771 -2.064 -1.566 1.174
C -1.977547 0.105598 -3.672938 1.685 0.334 -0.705
C -3.150049 0.010140 -4.531016 -1.583 0.003 -0.810
C -3.703712 -1.259272 -4.823069 0.131 0.302 0.440
C -4.826635 -1.397728 -5.641631 0.130 0.389 -0.182
C -5.502450 -0.248702 -6.073959 1.061 0.276 0.558
Cl -6.987167 -0.375337 -6.923595 -0.040 -0.093 -0.174
C -4.966501 1.023647 -5.817960 -0.007 -0.372 -0.156
C -3.787941 1.151589 -5.086823 0.511 -0.207 -0.010
H -2.015150 -0.276651 -2.632843 -0.051 0.305 -0.334
H -3.196949 -2.125703 -4.397975 -0.231 -0.006 -0.322
H -5.161756 -2.358589 -6.031830 0.064 0.120 0.539
H -5.461621 1.884151 -6.274439 0.233 -0.184 0.395
H -3.354702 2.145575 -4.953052 -0.110 -0.341 0.050
C -2.396172 -0.490588 4.684902 0.205 0.207 -0.157
C -1.163535 -0.833745 5.261015 -0.092 0.067 -0.163
C 0.024622 -0.706765 4.526694 -0.491 0.099 -0.069
C -0.011268 -0.244198 3.197056 -0.106 -0.167 0.272
Si 1.430810 -0.023826 2.034879 -0.516 -0.473 -0.167
C 2.996666 -0.078488 3.050625 0.604 0.227 0.001
C 4.011744 -1.013356 2.774880 0.320 0.110 0.343
C 5.146038 -1.119408 3.593234 -0.060 0.218 0.258
C 5.282312 -0.295350 4.724611 -0.200 0.041 -0.395
C 4.290714 0.664364 4.985417 0.138 -0.201 -0.072
C 3.168775 0.768145 4.155359 0.501 -0.173 0.159
C 1.540962 -1.421443 0.775508 0.252 -0.130 0.340
C 0.778126 -2.597563 0.822521 -0.075 0.148 -0.562
C 0.717518 -3.433595 -0.300737 0.212 -0.043 0.135
C 1.491726 -3.160005 -1.431231 -0.185 0.273 0.185
C 2.327688 -2.043488 -1.434519 0.219 0.053 0.213
C 2.390884 -1.204574 -0.319734 -0.468 -0.297 -0.362
C 1.067139 1.506894 0.928263 1.320 0.153 0.381
C 0.863528 2.881934 1.661886 0.485 -0.011 -0.271
C -0.321290 3.577160 0.944613 -0.348 -0.376 0.131
C -0.550500 2.719587 -0.317355 0.743 0.436 -0.695
N -0.044007 1.372673 -0.009192 -1.045 -0.046 -0.032
C -1.245681 0.101730 2.637582 -0.495 -0.007 0.307
C -2.425657 0.007799 3.375838 0.139 -0.182 0.220
H -3.328564 -0.584020 5.255085 0.458 0.038 -0.193
H -1.131829 -1.184853 6.297060 0.011 0.075 -0.393
H 0.968891 -0.964024 5.008839 -0.166 0.068 -0.205
H 3.935563 -1.674436 1.911847 -0.073 0.157 0.198
H 5.934202 -1.842202 3.344586 -0.414 0.297 0.142
H 6.167671 -0.385084 5.374963 -0.561 0.080 -0.386
H 4.393823 1.340394 5.838070 -0.029 -0.247 -0.253
H 2.423808 1.525150 4.382754 -0.010 -0.075 0.012
H 0.216095 -2.859323 1.722251 -0.038 0.248 -0.322
H 0.051305 -4.296251 -0.294663 0.249 0.097 0.047
H 1.441841 -3.796841 -2.314460 -0.059 0.146 0.240
H 2.914207 -1.800064 -2.314510 0.032 -0.156 0.097
H 3.092067 -0.364663 -0.309056 -0.321 -0.137 -0.162
H 2.020813 1.572545 0.361397 -0.207 0.304 0.068
H 0.760206 2.829744 2.759260 -0.308 -0.227 -0.456
H 1.784862 3.458885 1.499451 -0.270 -0.029 0.063
H -1.248739 3.561495 1.532325 0.341 -0.102 0.151
H -0.109949 4.641089 0.740337 -0.059 -0.545 -0.155
H -1.596759 2.714679 -0.655750 0.178 -0.150 0.262
H 0.041553 3.131228 -1.152352 -0.120 0.167 0.077
H 0.164581 0.845445 -0.864114 0.202 0.307 0.676
H -1.285245 0.457972 1.607933 0.004 -0.054 0.255
H -3.356723 0.335687 2.914182 0.097 -0.194 0.194
```
Positions in Å, forces in eV/Å.

The LUMO energy comes out at -2.1 eV. The value obtained for the energy above the lowest of the compared OMol25 structures with the same formula, charge and spin is 0.0 kcal/mol. For the strongest force on any atom, the calculation gives 2.84 eV/Å. For the gap between HOMO and LUMO, the calculation gives 6.12 eV. Its spin multiplicity is 1. Its net charge is 0. As for the HOMO energy: -8.2406 eV.

Need the Mulliken charges? In units of e they are: -0.308, 0.542, -0.259, -0.230, -0.366, -0.232, 0.001, -0.042, -0.668, 0.465, -0.182, -0.700, -0.114, 0.504, 0.402, 0.389, 0.375, 0.422, -0.447, -0.589, -0.395, 0.387, -0.129, 0.583, -0.300, -0.655, -0.475, -0.653, -0.256, 0.241, -0.532, -0.639, -0.538, -0.770, 0.048, 0.043, -0.517, -0.585, -0.869, -0.199, -0.262, -0.746, 0.349, 0.374, 0.420, 0.280, 0.378, 0.348, 0.379, 0.308, 0.359, 0.403, 0.426, 0.470, 0.371, 0.537, 0.130, 0.342, 0.317, 0.318, 0.321, 0.443, 0.084, 0.504, 0.395

=====

The following is a quantum chemistry calculation of a molecular structure, C29H28CrF5N7O6S4, from the OMol25 dataset.

```
80
Properties=species:S:1:pos:R:3:forces:R:3
Cr 0.263037 -0.495765 -0.284685 -0.533 -0.203 -0.456
N 0.806678 -0.638067 -3.792088 -0.047 -0.038 0.017
C 1.561604 0.218681 -3.077873 0.107 -0.049 0.006
N 1.563587 0.282616 -1.773115 0.220 0.127 0.129
C 2.508176 1.191265 -1.308478 -0.161 -0.048 0.096
C 3.211900 1.825367 -2.262244 0.094 0.018 -0.120
S 2.704563 1.281631 -3.823486 0.033 -0.024 -0.014
C 2.561766 1.344690 0.140036 -0.036 -0.204 -0.100
C 3.404823 2.073832 0.886684 0.071 0.105 0.089
S 2.993068 1.905308 2.556615 -0.004 0.004 0.016
C 1.714640 0.809640 2.134290 0.079 -0.074 0.081
N 1.606112 0.628059 0.840397 -0.050 0.177 -0.101
N 1.002743 0.149156 3.058212 -0.098 0.059 0.071
H 0.080902 -1.101428 -3.261039 0.001 0.019 -0.015
H 0.589357 -0.403363 -4.744290 -0.035 0.015 0.022
H 3.982310 2.568527 -2.156512 -0.055 0.039 0.039
H 4.208506 2.714004 0.568042 -0.044 0.028 -0.025
H 0.745413 0.662929 3.887885 0.020 0.044 -0.027
H 0.209467 -0.357997 2.652411 0.008 -0.003 -0.024
C -4.731792 2.149241 -0.586903 0.024 -0.066 -0.017
C -4.181376 2.055194 -2.001914 -0.041 0.076 -0.044
N -3.874348 0.686823 -2.407642 -0.065 0.006 0.009
C -4.966316 -0.115379 -2.962298 0.040 -0.106 0.144
C -5.688857 -0.961986 -1.916371 0.034 0.047 0.009
C -2.671671 0.127391 -2.181328 0.092 -0.021 -0.090
S -1.378470 1.100465 -1.647779 0.149 -0.041 0.328
N -2.624873 -1.183904 -2.532467 -0.116 0.012 -0.032
C -1.716308 -2.022363 -2.120953 -0.008 0.071 0.132
O -0.703541 -1.816745 -1.383634 0.191 -0.155 -0.204
C -1.878192 -3.436256 -2.604691 0.024 0.011 0.045
C -3.084202 -3.870609 -3.146466 -0.030 0.003 -0.011
C -3.227718 -5.182602 -3.569440 0.020 -0.007 -0.007
C -2.165547 -6.071893 -3.455305 -0.027 0.029 0.041
C -0.962988 -5.642755 -2.911595 -0.019 -0.001 -0.029
C -0.819501 -4.329788 -2.485101 0.018 -0.048 -0.003
H -4.901558 3.196476 -0.326859 0.030 -0.014 0.024
H -4.027763 1.728226 0.130374 -0.040 0.037 -0.041
H -5.680760 1.619558 -0.490089 -0.002 0.020 -0.001
H -3.269655 2.641851 -2.078064 -0.020 0.017 -0.038
H -4.900372 2.451909 -2.723244 0.013 -0.016 -0.040
H -4.538585 -0.772803 -3.715075 -0.023 0.035 -0.066
H -5.654372 0.574176 -3.454323 -0.009 0.022 0.023
H -4.955760 -1.491044 -1.306663 -0.020 -0.019 -0.005
H -6.341238 -1.690430 -2.404598 0.001 0.013 -0.007
H -6.299580 -0.348365 -1.254591 0.010 -0.018 0.009
H -3.904826 -3.168855 -3.212025 0.016 -0.002 -0.014
H -4.172005 -5.516563 -3.981749 -0.004 0.002 0.006
H -2.283151 -7.100407 -3.774368 0.012 0.003 -0.019
H -0.136116 -6.334728 -2.811209 0.010 0.014 -0.001
H 0.109503 -3.988171 -2.052807 0.007 0.017 0.020
O 0.495529 3.390587 0.182371 0.012 0.011 -0.044
C -0.329469 3.208593 1.072453 -0.045 -0.203 -0.172
N -0.946335 2.036575 1.353948 -0.156 0.338 0.435
S -1.941011 2.173092 2.604924 0.229 0.023 0.129
O -1.472503 1.441461 3.772355 0.007 -0.031 -0.072
O -3.321332 1.937493 2.261457 -0.016 0.020 0.037
C -1.659720 3.900807 2.929369 0.044 -0.012 0.060
C -2.127211 4.718996 3.939728 -0.028 -0.033 -0.040
C -1.655156 6.026238 3.973868 -0.019 -0.018 -0.053
C -0.740502 6.478325 3.022172 -0.046 -0.015 0.051
C -0.265318 5.628083 2.031375 -0.014 0.096 -0.051
C -0.739383 4.329952 2.000946 -0.005 -0.001 0.055
H -2.824632 4.346234 4.678880 -0.015 0.034 -0.005
H -2.001100 6.699269 4.748739 0.009 0.014 -0.009
H -0.396530 7.504575 3.064032 0.024 -0.006 0.012
H 0.455943 5.957113 1.293928 0.005 -0.029 0.003
F 2.979388 -1.590742 0.158490 0.008 0.019 0.005
C 1.703778 -2.029886 -0.156492 0.190 -0.276 0.155
F 1.865509 -2.630366 -1.394981 -0.074 0.020 -0.031
C 1.467874 -3.197875 0.819118 0.046 0.147 -0.082
F 2.355965 -4.197801 0.623740 0.055 -0.025 0.035
F 1.615063 -2.785194 2.083966 -0.048 -0.006 0.050
F 0.252963 -3.734136 0.687435 -0.059 -0.046 -0.038
C -2.460193 -1.769025 2.750226 0.039 0.051 0.083
C -2.017852 -1.331007 1.373407 0.097 -0.098 0.032
O -2.811974 -1.242637 0.457474 -0.057 0.023 -0.102
O -0.734035 -1.067003 1.295353 0.016 0.115 -0.270
H -3.274200 -2.484595 2.656822 -0.019 0.014 0.015
H -2.820392 -0.886296 3.283104 0.005 -0.014 -0.005
H -1.630362 -2.198107 3.310174 -0.024 -0.021 0.010
```
Positions in Å, forces in eV/Å.

The LUMO energy (spin up / spin down) comes out at 2.2 / 2.2 eV. The value obtained for the energy above the lowest of the compared OMol25 structures with the same formula, charge and spin is 0.0 kcal/mol. For the strongest force on any atom, the calculation gives 0.73 eV/Å. For the gap between HOMO and LUMO (spin up / spin down), the calculation gives 7.47 / 7.53 eV. Its spin multiplicity is 4. Its net charge is -1. As for the HOMO energy (spin up / spin down): -5.2827 / -5.3502 eV.

Need the Mulliken charges? In units of e they are: 1.531, -0.202, 0.130, 0.834, -0.919, 0.077, -0.310, -1.047, 0.069, -0.343, -0.076, 0.934, -0.353, -0.261, 0.266, 0.478, 0.494, 0.343, -0.079, -0.649, -0.924, 0.180, -0.747, -0.994, 0.631, -0.630, -0.102, -1.276, 0.797, 0.878, -0.581, -0.723, -0.409, -1.076, -0.131, 0.397, 0.088, 0.274, 0.498, 0.353, 0.459, 0.423, 0.107, 0.365, 0.390, 0.311, 0.411, 0.376, 0.413, 0.512, -0.738, 0.127, 0.274, 0.959, -0.738, -0.738, 0.115, -0.715, -0.551, -0.476, -0.446, -0.082, 0.474, 0.389, 0.383, 0.503, -0.334, 0.818, -0.298, 0.296, -0.328, -0.261, -0.198, -1.557, 0.246, -0.458, 0.214, 0.414, 0.275, 0.246